No. 1
Computed, not measured: 2 unconnected molecules or ions with the total composition C2H7NS2 at a distorted geometry, with ωB97M-V with the def2-TZVPD basis set.

## Properties
Gap between HOMO and LUMO: 8.09 eV
SMILES: C=CN.SS
HOMO: -7.916 eV
Calculated total energy: -25346.73857 eV
Energy relative to the best compared isomer or geometry (same formula, charge and spin): 30.2 kcal per mole
2S+1: 1

The geometry in XYZ format:
```
12
C2H7NS2, DFT ωB97M-V with the def2-TZVPD basis set
C 2.04 -1.18 0.22
C 1.32 -1.06 -0.89
N 0.29 -0.14 -1.11
H 1.72 -0.78 1.17
H 2.83 -1.92 0.24
H 1.51 -1.67 -1.76
H 0.18 0.52 -0.37
H -0.04 -0.25 -2.04
S -2.03 2.38 1.76
S -2.58 0.80 0.49
H -2.42 1.70 2.85
H -2.82 1.59 -0.56
```

No. 2
Computed, not measured: 2 unconnected molecules or ions with the total composition C3H4ClF3O3S at a distorted geometry, with ωB97M-V with the def2-TZVPD basis set.

## Properties
Gap between HOMO and LUMO (alpha / beta): 8.36 / 6.03 eV
HOMO (alpha / beta): -9.791 / -8.981 eV
Calculated total energy: -40825.15539 eV
2S+1: 1

The geometry in XYZ format:
```
15
C3H4ClF3O3S, DFT ωB97M-V with the def2-TZVPD basis set
C -0.83 -0.65 -2.04
C -0.51 -0.47 0.22
C -1.00 -0.03 1.60
O 2.19 1.84 1.85
O 2.95 -0.17 0.56
O -0.84 0.12 -0.88
F -2.21 -0.49 1.87
F -0.23 -0.45 2.58
F -1.09 1.29 1.69
S 2.06 0.94 0.70
Cl 2.05 2.10 -1.18
H -1.40 -1.53 -1.96
H 0.24 -0.95 -2.24
H -1.07 0.01 -2.92
H -0.31 -1.56 0.15
```

No. 3
Computed, not measured: 2 unconnected molecules or ions with the total composition H3NOS2 at a distorted geometry, with ωB97M-V with the def2-TZVPD basis set.

## Properties
Gap between HOMO and LUMO: 8.26 eV
HOMO: -9.412 eV
Calculated total energy: -25255.51171 eV
Energy relative to the best compared isomer or geometry (same formula, charge and spin): 8.8 kcal per mole
2S+1: 1

The geometry in XYZ format:
```
7
H3NOS2, DFT ωB97M-V with the def2-TZVPD basis set
N 0.18 -1.42 -0.95
O -0.92 1.39 1.28
S 2.91 -1.40 -1.71
S 1.42 -0.50 -0.91
H -1.57 1.93 0.81
H -0.63 -0.99 -0.54
H -1.39 0.99 2.02
```

Repeat the second record exactly.
Computed, not measured: 2 unconnected molecules or ions with the total composition C3H4ClF3O3S at a distorted geometry, with ωB97M-V with the def2-TZVPD basis set.

## Properties
Gap between HOMO and LUMO (alpha / beta): 8.36 / 6.03 eV
HOMO (alpha / beta): -9.791 / -8.981 eV
Calculated total energy: -40825.15539 eV
2S+1: 1

The geometry in XYZ format:
```
15
C3H4ClF3O3S, DFT ωB97M-V with the def2-TZVPD basis set
C -0.83 -0.65 -2.04
C -0.51 -0.47 0.22
C -1.00 -0.03 1.60
O 2.19 1.84 1.85
O 2.95 -0.17 0.56
O -0.84 0.12 -0.88
F -2.21 -0.49 1.87
F -0.23 -0.45 2.58
F -1.09 1.29 1.69
S 2.06 0.94 0.70
Cl 2.05 2.10 -1.18
H -1.40 -1.53 -1.96
H 0.24 -0.95 -2.24
H -1.07 0.01 -2.92
H -0.31 -1.56 0.15
```

Which formula does entry 2 have?
C3H4ClF3O3S

Copy entry 3 word for word.
Computed, not measured: 2 unconnected molecules or ions with the total composition H3NOS2 at a distorted geometry, with ωB97M-V with the def2-TZVPD basis set.

## Properties
Gap between HOMO and LUMO: 8.26 eV
HOMO: -9.412 eV
Calculated total energy: -25255.51171 eV
Energy relative to the best compared isomer or geometry (same formula, charge and spin): 8.8 kcal per mole
2S+1: 1

The geometry in XYZ format:
```
7
H3NOS2, DFT ωB97M-V with the def2-TZVPD basis set
N 0.18 -1.42 -0.95
O -0.92 1.39 1.28
S 2.91 -1.40 -1.71
S 1.42 -0.50 -0.91
H -1.57 1.93 0.81
H -0.63 -0.99 -0.54
H -1.39 0.99 2.02
```